# 1
{
  "formula": "C36H38BrIKN7O3S2",
  "method": "the ωB97M-V functional and the def2-TZVPD basis",
  "gap_ha": 0.252,
  "lumo_ha": 0.0062,
  "charge": 0,
  "relative_energy_kj_mol": 178.9,
  "e_tot_ha": -6271.72978,
  "elements": ["I", "Br", "K", "S", "S", "O", "O", "O", "N", "N", "N", "N", "N", "N", "N", "C", "C", "C", "C", "C", "C", "C", "C", "C", "C", "C", "C", "C", "C", "C", "C", "C", "C", "C", "C", "C", "C", "C", "C", "C", "C", "C", "C", "C", "C", "C", "C", "C", "C", "C", "C", "H", "H", "H", "H", "H", "H", "H", "H", "H", "H", "H", "H", "H", "H", "H", "H", "H", "H", "H", "H", "H", "H", "H", "H", "H", "H", "H", "H", "H", "H", "H", "H", "H", "H", "H", "H", "H", "H"],
  "coordinates": [[-1.1991, -0.6870, 4.4047], [-0.9671, 2.1430, 6.4662], [-0.7233, 0.0679, 0.6921], [3.3574, -2.3304, -2.1646], [-2.5236, 2.1480, -0.2181], [-2.6238, 1.1872, 0.8784], [-1.7934, 3.3647, 0.0850], [-0.1431, 1.7940, 2.2585], [-0.4077, -0.1054, -3.1688], [-1.8820, 1.3284, -1.3961], [2.4904, -0.2963, -0.5980], [1.0378, 3.7461, 2.3492], [1.0281, -2.0825, -1.0264], [-1.1698, 3.6822, 3.0621], [1.6213, -1.8081, 2.0268], [-1.3162, 5.1180, 2.9189], [-2.4626, 3.2265, -4.5530], [-1.0894, 0.9680, -3.6332], [-0.3229, 0.5171, -5.8843], [3.3662, -3.7325, 2.0898], [-2.3924, 3.0048, 3.4493], [2.3861, -2.6610, 2.0811], [1.2059, 0.8545, 7.7263], [-0.1281, 2.9975, 2.5267], [2.0390, 3.1233, 1.5065], [-6.9524, 3.1949, -0.4995], [0.2287, -0.4164, 5.9215], [1.2173, -5.6141, -3.2088], [-6.0189, 4.1881, -0.2162], [-1.8506, 1.7566, -2.6970], [1.0019, -3.2779, -1.7154], [-0.0895, -4.1362, -1.8075], [2.1893, -3.6042, -2.3976], [0.3373, -0.5746, -5.3995], [2.1236, -1.2796, 7.1322], [-5.1459, 1.6113, -0.7548], [2.1482, -1.4765, -1.1783], [0.0294, -5.2960, -2.5529], [1.1756, -1.4108, 6.1321], [2.3111, -4.7655, -3.1432], [-4.2354, 2.6129, -0.4565], [-6.4977, 1.9075, -0.7784], [0.2645, -0.8389, -4.0190], [2.1375, -0.1484, 7.9338], [-2.4965, 2.8866, -3.1968], [1.5908, 4.4622, 3.4889], [-1.0682, 1.3356, -5.0080], [-8.4236, 3.5140, -0.5227], [-1.7707, 2.4714, -5.4595], [-4.6618, 3.9024, -0.1963], [0.2565, 0.7230, 6.7229], [3.9451, -3.7122, 3.0112], [-6.3615, 5.1944, -0.0055], [0.9091, -1.2261, -6.0469], [-2.9962, 4.1086, -4.8875], [-9.0191, 2.6366, -0.2733], [-7.2152, 1.1271, -1.0037], [2.4141, 3.8943, 3.9384], [3.2328, -4.9942, -3.6624], [1.7209, 0.2435, -0.2415], [-2.6943, 3.3468, 4.4426], [1.2876, -6.5301, -3.7807], [2.5277, 2.2695, 1.9922], [-1.3257, 5.6160, 3.8932], [-4.7764, 0.6130, -0.9556], [2.8733, -0.0436, 8.7198], [1.5674, 2.7838, 0.5851], [-1.7442, 2.7275, -6.5116], [-3.1895, 3.2218, 2.7365], [0.7845, -1.7011, -3.6131], [4.0386, -3.6043, 1.2417], [-3.0391, 3.5210, -2.5123], [0.8315, 4.6080, 4.2527], [2.8512, -2.0651, 7.2892], [-0.2836, 0.7714, -6.9376], [-0.8174, -5.9647, -2.6379], [1.9751, 5.4382, 3.1813], [-0.5198, 5.5232, 2.3035], [1.2069, 1.7437, 8.3413], [3.2421, 0.2250, -1.0122], [-1.0093, -3.8580, -1.3103], [1.1592, -2.2910, 5.5034], [2.8623, -4.6936, 2.0027], [-2.2349, 1.9349, 3.4493], [2.7914, 3.8728, 1.2595], [-8.6586, 4.3082, 0.1852], [-8.7224, 3.8513, -1.5175], [-3.9257, 4.6668, 0.0222], [-2.2690, 5.3234, 2.4251]],
  "forces_ev_per_angstrom": [[0.1693, -0.1523, 0.3931], [0.1112, -0.0468, 0.1064], [1.9990, -2.2509, -0.3657], [-0.1736, 0.0970, 0.1630], [-0.0475, 0.0232, -0.3166], [-1.7340, 1.0714, 0.2531], [-0.2573, 0.2712, 0.0358], [0.0452, 0.7897, 0.3408], [0.0981, -0.1781, 0.0826], [-0.6227, 0.0786, 0.2361], [0.0050, -0.0884, -0.0263], [-0.0643, -0.0941, -0.1267], [-0.2837, 0.3401, 0.2683], [-0.0925, -0.0140, -0.0507], [-0.0584, 0.0132, 0.1326], [-0.0428, -0.0141, -0.0308], [0.0770, -0.0058, -0.3117], [-0.0850, 0.1719, -0.2618], [0.0822, -0.0897, -0.0089], [0.1018, -0.1118, -0.0466], [0.0858, -0.0308, -0.1593], [-0.1507, 0.2036, -0.0404], [0.0108, 0.0038, 0.0308], [0.3552, -0.0910, 0.4011], [-0.0627, -0.0112, 0.0214], [-0.0122, 0.0606, 0.0280], [-0.1786, 0.1548, -0.1760], [0.0981, -0.0422, -0.0480], [-0.0536, -0.0844, -0.0490], [-0.0592, 0.5476, -0.2000], [0.2870, -0.1891, -0.1525], [0.0274, 0.0954, 0.0449], [-0.0778, 0.0803, 0.0983], [-0.0350, 0.1019, -0.1037], [0.0478, -0.0128, 0.0421], [0.0321, 0.0090, -0.0633], [0.3548, -0.3954, -0.2925], [-0.0887, 0.0069, 0.0416], [-0.0600, -0.0853, -0.0856], [-0.0104, -0.0001, 0.0003], [0.2255, -0.1292, -0.1053], [0.0124, -0.0203, -0.0183], [-0.0350, 0.0317, 0.0951], [-0.0062, -0.0077, -0.0129], [0.1657, -0.3321, 0.3701], [-0.0257, 0.0547, -0.0470], [0.0256, -0.1670, 0.2506], [0.1066, -0.0111, -0.0503], [-0.0870, 0.1421, 0.0037], [0.1174, 0.1009, -0.0293], [-0.0670, -0.0360, -0.1659], [-0.0083, 0.0064, 0.0017], [0.0133, 0.0068, 0.0166], [0.0085, -0.0021, 0.0018], [-0.0002, -0.0019, 0.0364], [-0.0250, 0.0104, 0.0000], [0.0020, -0.0008, -0.0002], [-0.0180, -0.0205, -0.0022], [-0.0261, -0.0425, -0.0119], [0.1506, 0.1402, -0.0183], [-0.0407, -0.0314, -0.0438], [-0.0134, 0.0167, -0.0087], [-0.0051, 0.0131, 0.0122], [0.0420, 0.0115, -0.0012], [-0.0880, -0.0182, 0.0132], [-0.0029, 0.0106, 0.0009], [0.0395, 0.0283, -0.0201], [-0.0093, 0.0178, 0.0102], [-0.0291, 0.0493, -0.0524], [-0.0157, 0.0394, -0.0524], [-0.0003, -0.0387, 0.0105], [-0.0361, 0.0731, -0.0274], [0.0043, 0.0140, -0.0118], [-0.0092, -0.0059, -0.0183], [-0.0259, -0.0009, -0.0003], [0.0040, 0.0051, 0.0171], [0.0036, -0.0056, 0.0334], [0.0109, 0.0144, 0.0154], [-0.0032, 0.0049, -0.0119], [-0.0450, 0.1129, -0.0294], [-0.0253, -0.0824, -0.0084], [0.0095, 0.0043, 0.0135], [0.0182, -0.0034, -0.0071], [0.0300, -0.0401, 0.0775], [0.0153, -0.0153, -0.0296], [-0.0415, 0.0007, -0.0069], [-0.0455, 0.0030, 0.0153], [-0.0256, -0.0250, 0.0243], [0.0186, -0.0058, -0.0328]]
}


# 2
{
  "formula": "C25H28CdF5O2",
  "method": "the ωB97M-V functional and the def2-TZVPD basis",
  "gap_ha": 0.233,
  "lumo_ha": 0.0830,
  "charge": -1,
  "relative_energy_kj_mol": 0.0,
  "e_tot_ha": -1786.82845,
  "elements": ["Cd", "F", "F", "F", "F", "F", "O", "O", "C", "C", "C", "C", "C", "C", "C", "C", "C", "C", "C", "C", "C", "C", "C", "C", "C", "C", "C", "C", "C", "C", "C", "C", "C", "H", "H", "H", "H", "H", "H", "H", "H", "H", "H", "H", "H", "H", "H", "H", "H", "H", "H", "H", "H", "H", "H", "H", "H", "H", "H", "H", "H"],
  "coordinates": [[-0.5424, -0.5385, 0.0626], [-5.4374, 1.3927, -1.1819], [-2.5350, 4.8317, 0.3510], [-0.4847, 3.0661, 0.4593], [-3.3872, -0.3841, -1.0195], [-5.0000, 4.0372, -0.5804], [-1.6238, -4.5673, -2.7026], [-0.3756, -6.5527, -1.4665], [0.4315, -6.9747, -3.7126], [-2.7748, 3.5259, 0.0867], [1.5659, 1.8368, -1.6793], [1.8203, -0.4152, -1.3447], [2.4361, 0.8352, -1.1670], [-0.2453, -1.0331, 2.2929], [-0.8503, -8.5357, -2.1774], [0.3204, -7.5317, -2.3065], [0.0886, 0.3752, 2.3924], [0.5255, -0.1926, -1.9615], [-2.1831, -4.5169, -0.3302], [-4.0336, 3.1220, -0.3631], [-0.6475, -4.3405, -0.4608], [-0.5009, -4.0137, -1.9652], [1.5014, 0.4878, 2.2955], [-1.9557, 1.2321, -0.0490], [1.6590, -7.9389, -1.7164], [-3.1900, 0.8842, -0.5387], [0.9983, -1.7566, 2.1297], [0.4191, 1.2229, -2.2166], [-4.2510, 1.7839, -0.6844], [-1.5718, -7.3745, -1.5443], [-1.7403, 2.5762, 0.1993], [-2.7265, -4.5072, -1.7776], [2.0510, -0.8175, 2.1422], [1.5250, -8.2696, -0.6855], [-2.2739, -6.9163, -2.2321], [2.0947, -8.7520, -2.3058], [-0.1551, -5.2796, -0.1905], [2.0695, 1.4139, 2.3711], [-3.4029, -5.3455, -2.0263], [3.1206, -1.0474, 2.1121], [-1.2186, -1.4611, 2.5525], [0.4365, -4.3600, -2.4259], [1.0829, -2.8408, 2.0334], [-0.5748, -6.7289, -4.1031], [1.7567, 2.9004, -1.6902], [-0.1122, -0.9621, -2.4130], [-2.4741, -5.4774, 0.1382], [-0.6100, -9.3247, -1.4682], [-0.5997, 1.1887, 2.6355], [-0.5411, -2.9049, -2.0523], [2.2297, -1.3889, -1.0964], [-2.5676, -3.6483, 0.2246], [-0.2710, -3.5324, 0.1893], [-2.0213, -7.5541, -0.5688], [-3.2878, -3.5645, -1.8995], [-1.2914, -8.8871, -3.1086], [0.8961, -7.7201, -4.3791], [3.4204, 1.0117, -0.7463], [2.3424, -7.0770, -1.7356], [-0.3914, 1.6845, -2.7727], [1.0407, -6.0548, -3.7252]],
  "forces_ev_per_angstrom": [[0.5670, 1.1729, 0.0109], [-0.0850, 0.1101, -0.0137], [-0.2456, -0.3233, -0.1583], [-1.0212, -0.3970, 0.2192], [-0.1537, -0.0312, 0.3539], [0.0979, -0.1712, 0.1800], [0.2417, 0.4296, 1.4760], [0.0605, -2.6907, -0.6195], [-0.0060, 0.1225, -0.4095], [0.6534, -0.4355, -0.0251], [-0.6053, -0.6769, -0.7397], [-0.0011, 0.4819, 0.0933], [-0.4767, -0.4762, -0.2479], [0.0554, 0.1225, -0.2743], [0.6283, 0.1068, 0.1445], [0.0146, 0.0319, -0.4388], [1.2096, -0.1779, 0.5481], [0.0517, 0.1330, -0.2923], [0.0479, -0.2191, -0.0703], [0.3631, -0.1394, -0.0272], [-0.2305, 0.0182, 0.0853], [0.0814, 0.8528, -0.0673], [-0.9992, -0.5143, 0.3145], [-0.2366, -0.0412, -0.3036], [-0.1771, 0.3166, -0.1375], [-0.3439, 0.9799, -0.0032], [0.3684, 0.5378, 0.1536], [0.7286, -0.3453, 0.4027], [0.6032, -0.1380, 0.0303], [-0.0828, 0.3672, 0.1728], [-0.3767, 0.3958, -0.2161], [-0.2609, 0.5175, -0.3370], [-0.4589, -0.3098, 0.3453], [0.0706, 0.0082, -0.0198], [-0.1990, 0.0436, 0.0741], [-0.0118, 0.0852, 0.0680], [-0.0221, 0.9914, 0.1274], [-0.2082, -0.2592, -0.1710], [0.2282, 0.4473, 0.2517], [-0.4911, 0.0588, -0.2548], [0.3918, 0.0749, 0.0211], [-0.4418, 0.0679, 0.1936], [0.0232, 0.3807, 0.0736], [0.5270, -0.0271, 0.1931], [0.0402, 0.0038, 0.0322], [0.4733, 0.2965, -0.2334], [0.2602, 0.7340, 0.1713], [-0.1442, -0.2507, -0.1706], [0.2323, -0.3850, -0.2996], [0.0452, -0.5335, -0.2066], [-0.0104, 0.1421, 0.0199], [-0.2787, -0.5592, -0.0475], [-0.2024, -0.1252, -0.4125], [-0.0571, 0.1169, 0.0278], [0.1416, -0.2323, -0.3316], [0.1946, -0.2601, 0.0875], [-0.1104, 0.2390, 0.1677], [-0.2207, -0.0756, 0.1074], [-0.1186, -0.2651, 0.0632], [0.0896, 0.0525, 0.3378], [-0.2129, -0.3797, -0.0197]]
}


# 3
{
  "formula": "C2H8N2O2",
  "method": "the ωB97M-V functional and the def2-TZVPD basis",
  "gap_ha": 0.382,
  "lumo_ha": 0.0320,
  "smiles": "CNC(N)=O.O",
  "charge": 0,
  "relative_energy_kj_mol": 43.8,
  "e_tot_ha": -341.01376,
  "elements": ["O", "O", "N", "N", "C", "C", "H", "H", "H", "H", "H", "H", "H", "H"],
  "coordinates": [[1.3067, -0.3749, -0.1635], [0.6964, 0.4560, 2.7847], [-0.7100, -0.1870, -1.1956], [0.3231, 1.7121, -0.3368], [-1.0217, -1.5866, -1.0925], [0.3957, 0.3221, -0.5496], [-1.7419, -1.7926, -0.3152], [-1.3997, 0.5334, -1.3292], [0.7102, 1.9560, 0.5574], [-0.1211, -2.1708, -0.9271], [1.2121, -0.2273, 2.3403], [0.5534, 2.3301, -1.0947], [1.3303, 0.9762, 3.2975], [-1.5336, -1.9467, -1.9757]],
  "forces_ev_per_angstrom": [[0.2496, -0.2387, 0.5162], [0.1044, 0.2433, 0.1471], [1.0740, 0.9928, 0.3626], [-0.5699, 0.0439, 0.0860], [-0.5417, -0.3005, -0.4773], [-0.5059, -0.4095, -0.4726], [-0.0287, 0.0532, 0.7377], [-0.4439, -0.4763, 0.0318], [0.4222, 0.1189, -0.0201], [0.0281, 0.1841, -0.0135], [0.0367, 0.1015, -0.1343], [0.0932, -0.0491, -0.0698], [-0.1352, -0.2587, -0.1478], [0.2172, -0.0049, -0.5458]]
}